A 10-piece molecular cluster, C26H42Cl19O2 overall. Source: the OMol25 dataset; level of theory: ωB97M-V/def2-TZVPD.

The geometry in XYZ format:
```
89
Properties=species:S:1:pos:R:3
O -2.40930 3.12669 1.22919
C -1.66732 3.19225 0.19269
O -1.82727 4.23201 -0.77108
C -1.65440 5.55874 -0.15739
Cl 0.05570 6.11331 -0.74001
C -0.58062 2.01419 0.04279
C 0.93403 2.30488 0.34884
C 1.88931 1.09439 0.22207
C 1.44661 -0.33663 -0.19351
C -0.08141 -0.54009 -0.47064
C -1.12568 0.63186 -0.37044
H -1.53075 5.49574 0.97898
H 1.30802 3.34968 0.65199
H 2.99880 1.26846 0.46475
H 2.19351 -1.20796 -0.26410
H -0.50643 -1.57143 -0.75141
H -2.24233 0.47998 -0.58305
Cl -4.09883 0.27970 -1.16372
C -4.63369 1.94707 -1.49905
C -5.79489 1.98913 -2.47214
Cl -5.31397 1.49905 -4.11707
H -3.77498 2.50950 -1.87176
H -4.93470 2.38109 -0.54356
H -6.17976 3.00808 -2.54598
H -6.61128 1.33996 -2.15137
Cl -1.51209 0.45697 5.59026
C -2.40953 0.80353 4.08870
C -2.72773 -0.45626 3.30901
Cl -1.27066 -1.20371 2.60795
H -1.81996 1.50476 3.49476
H -3.33564 1.30131 4.38240
H -3.39116 -0.21660 2.47515
H -3.22273 -1.20177 3.93465
Cl 5.51967 3.78368 0.01599
C 6.97072 2.79208 0.30294
C 6.73143 1.32694 -0.00140
Cl 5.62327 0.57051 1.16823
H 7.28313 2.94069 1.33814
H 7.75499 3.18256 -0.34897
H 7.67366 0.77730 0.05476
H 6.31540 1.18696 -1.00080
Cl 3.60183 -1.22200 6.17036
C 3.05069 0.44031 5.83348
C 1.88858 0.47308 4.86017
Cl 2.37421 -0.01248 3.21916
H 3.90344 1.00961 5.45921
H 2.74603 0.87202 6.78915
H 1.49535 1.48917 4.78628
H 1.07747 -0.18214 5.18014
Cl -2.49003 -1.22421 -4.64129
C -3.41390 -0.85401 -6.11734
C -3.75402 -2.10159 -6.90750
Cl -2.31265 -2.84629 -7.64405
H -2.83203 -0.14779 -6.71250
H -4.33192 -0.35505 -5.79914
H -4.43200 -1.84916 -7.72569
H -4.24023 -2.85254 -6.28230
Cl 5.76516 -3.31056 1.84736
C 6.76046 -3.48774 3.31496
C 7.35764 -2.16557 3.74161
Cl 8.60080 -1.58810 2.59960
H 7.53166 -4.23536 3.11612
H 6.09204 -3.88895 4.10329
H 7.84046 -2.27166 4.69979
H 6.59301 -1.39049 3.82997
Cl 5.52621 -4.68649 5.74033
C 6.33753 -4.99659 7.31580
C 6.98878 -3.77446 7.93732
Cl 8.42406 -3.23348 7.04477
H 7.06575 -5.79460 7.16057
H 5.55826 -5.36834 7.98427
H 7.32749 -4.01413 8.94729
H 6.29236 -2.93616 8.00176
Cl -8.41840 -0.50746 -0.09611
C -9.09018 0.99124 0.59266
C -10.06320 1.66840 -0.35172
Cl -9.24820 2.34221 -1.78445
H -8.25752 1.64845 0.84987
H -9.60252 0.71355 1.51601
H -10.55291 2.50229 0.15540
H -10.83599 0.97840 -0.69522
Cl -0.34039 -0.23038 -11.53437
C -1.34346 -1.70189 -11.55031
C -2.80467 -1.39501 -11.80983
Cl -3.56291 -0.53788 -10.44567
H -1.20494 -2.21655 -10.59776
H -0.95298 -2.34250 -12.34372
H -3.36022 -2.32500 -11.94717
H -2.93433 -0.78603 -12.70630
```

Output
gap between HOMO and LUMO = 4.06 eV
total charge = -1

=====

C28H33F3N4ORbS3 as an isolated structure. Source: the OMol25 dataset; level of theory: ωB97M-V/def2-TZVPD.

The geometry in XYZ format:
```
73
Properties=species:S:1:pos:R:3
Rb -1.74595 -0.84440 0.03498
C 1.59603 -2.50578 -2.67055
C 0.83160 -3.82472 -2.74900
S -0.44585 -3.96342 -1.46791
C -1.85352 -4.53021 -2.45757
C -2.28293 -3.64950 -3.63116
S -2.72697 -1.96000 -3.14276
C -1.73582 -0.93122 -4.25897
C -0.22782 -1.14586 -4.30492
S 0.61763 -0.98498 -2.70757
H 2.35523 -2.48084 -3.45619
H 2.08820 -2.45458 -1.70271
H 1.55153 -4.63804 -2.63404
H 0.36729 -3.95502 -3.72545
H -2.66844 -4.61274 -1.73652
H -1.65111 -5.53739 -2.83139
H -3.14392 -4.12096 -4.10885
H -1.49618 -3.60050 -4.38292
H -1.95874 0.08432 -3.92705
H -2.12426 -1.03236 -5.27549
H 0.18406 -0.40235 -4.99026
H 0.01937 -2.12363 -4.71846
C 2.35953 2.27070 -0.33204
C 1.80502 1.39915 0.79530
C 1.10278 2.18897 1.86739
C 1.81455 2.65796 2.96551
C 1.18509 3.36773 3.97554
C -0.17995 3.59285 3.89600
C -0.92379 3.13610 2.81390
C -2.41232 3.36890 2.76644
C -2.79292 4.68785 2.09235
C -0.27098 2.45213 1.77817
N -1.02352 1.94870 0.69799
C -1.20076 2.72917 -0.31099
C -2.02828 2.47229 -1.44559
C -2.22043 3.36742 -2.51496
C -3.18721 2.78371 -3.33242
C -3.52834 1.57431 -2.70269
N -2.82902 1.36647 -1.58001
H 2.88121 1.66205 -1.07408
H 3.05564 3.01625 0.05836
H 1.55272 2.79636 -0.84471
H 2.62101 0.84033 1.25871
H 1.11439 0.67208 0.36401
H 2.87698 2.44578 3.03160
H 1.74928 3.72173 4.82955
H -0.68870 4.12153 4.69555
H -2.79766 3.36367 3.78951
H -2.88626 2.54246 2.23422
H -2.30441 5.53036 2.58659
H -3.87232 4.84639 2.13045
H -2.49283 4.69080 1.04415
H -0.71469 3.71486 -0.31624
H -1.72448 4.31867 -2.64832
H -3.60849 3.18060 -4.24442
H -4.26425 0.85017 -3.03364
O -2.45459 -4.21938 3.77549
C -2.12938 -3.54507 2.82812
N -1.79928 -2.88663 1.89567
F 5.23967 -0.99805 4.22190
C 4.26420 -1.92374 4.29500
F 3.52961 -1.64024 5.37779
F 4.87474 -3.10378 4.53403
C 3.44176 -1.96889 3.04059
C 2.10613 -2.32720 3.08382
C 1.38548 -2.35317 1.89429
N 1.93381 -2.05341 0.71869
C 3.22308 -1.73114 0.69051
C 4.02636 -1.67112 1.81651
H 1.60963 -2.56092 4.01509
H 0.32566 -2.61584 1.90841
H 3.64191 -1.48263 -0.28169
H 5.06522 -1.38306 1.73934
```

Output
relative energy (zero: lowest compared OMol25 entry of this formula, charge and spin) = 29.1 kJ/mol
gap between HOMO and LUMO = 6.44 eV
total charge = -1

=====

A 2-piece molecular cluster, C4H10N2O overall. Source: the OMol25 dataset; level of theory: ωB97M-V/def2-TZVPD.

The geometry in XYZ format:
```
17
Properties=species:S:1:pos:R:3
N -0.60996 -2.93404 -0.69899
C -0.11934 -1.68203 -0.85268
N 0.66339 -1.54386 0.36858
O -0.03541 -0.97882 -1.83021
H -0.05579 -3.11326 0.27934
H -1.00518 -3.37988 -1.51318
H 0.15681 -1.37620 1.22845
H 1.38620 -0.83792 0.30780
C -1.19690 1.23217 0.85454
C -0.06825 1.92610 0.82770
C 0.85359 2.00202 -0.34792
H -1.90260 1.32358 1.66718
H -1.52668 0.66328 -0.00366
H 0.17473 2.58184 1.65848
H 0.81963 2.99885 -0.79249
H 1.88740 1.83663 -0.03605
H 0.57835 1.28154 -1.11688
```

Output
relative energy (zero: lowest compared OMol25 entry of this formula, charge and spin) = 217.9 kJ/mol
gap between HOMO and LUMO = 10.50 eV
total charge = 0
SMILES string = NC(N)=O.C=CC

=====

C30H45N3O7P2Tm as an isolated structure. Source: the OMol25 dataset; level of theory: ωB97M-V/def2-TZVPD.

The geometry in XYZ format:
```
88
Properties=species:S:1:pos:R:3
Tm 0.64573 -0.68022 0.34449
C 2.78243 1.08213 1.53610
C 1.72028 1.68200 2.27349
C 1.95668 -0.49350 3.00850
C 2.95001 -0.25494 2.01355
C 1.18282 0.69171 3.14843
C 3.72024 1.74701 0.59910
H 3.39034 2.76056 0.34409
H 3.81672 1.17730 -0.34002
H 4.73502 1.82284 1.02647
C 4.12670 -1.11030 1.75286
H 4.79837 -0.65076 1.01685
H 3.84398 -2.10299 1.38322
H 4.70969 -1.28004 2.67503
C 1.90357 -1.65571 3.91595
H 2.60620 -1.54159 4.75683
H 2.17731 -2.58026 3.40112
H 0.90247 -1.77688 4.34225
C 0.14817 0.89935 4.18593
H 0.59120 0.95219 5.19596
H -0.57607 0.06982 4.19848
H -0.40977 1.82969 4.02211
C 1.41960 3.12630 2.37198
H 1.88501 3.55416 3.27431
H 0.34141 3.30643 2.45082
H 1.80585 3.68904 1.51958
C -1.47473 2.14500 -3.93436
C -0.50829 3.01595 -3.56399
C -0.81080 4.45206 -3.22905
C -2.00573 4.65987 -2.26331
C -2.25342 3.55716 -1.26403
C -3.19597 2.60448 -1.42085
C -3.79520 2.20269 -2.74384
C -2.93965 2.46649 -4.01874
H -1.00595 4.99442 -4.17423
H -2.91422 4.86435 -2.85672
H 0.07979 4.92683 -2.78612
H -3.11828 3.49455 -4.37644
H -1.20426 1.15954 -4.32468
H 0.54742 2.81445 -3.76415
H -3.34572 1.79450 -4.79611
H -4.05968 1.13089 -2.72838
H -3.72643 2.22761 -0.53883
H -4.75378 2.74575 -2.85546
H -1.80064 5.57810 -1.68246
H -1.80414 3.71846 -0.27689
P 0.56052 0.92909 -1.72324
P -1.88693 -0.03750 1.11128
C -1.24900 0.41836 -1.75465
C -2.24418 -0.18340 -0.70407
H -1.42288 -0.12999 -2.69372
H -1.59572 1.43711 -1.93403
H -3.20554 0.33704 -0.83096
H -2.44731 -1.23599 -0.96295
C -2.95573 -1.36451 1.77768
H -2.58763 -1.62301 2.78572
H -2.88155 -2.26024 1.13431
H -4.00846 -1.03839 1.84067
C -2.49642 1.54102 1.74119
H -3.49365 1.78270 1.35281
H -1.80194 2.34779 1.46297
H -2.54037 1.50197 2.83926
C 1.31711 0.42906 -3.27837
H 2.40697 0.53832 -3.16000
H 0.99739 0.99632 -4.15855
H 1.10433 -0.63815 -3.44790
C 0.76680 2.62152 -1.12398
H 0.92249 2.65425 -0.04098
H -0.11658 3.23047 -1.31335
H 1.62675 3.09947 -1.60740
O -0.97711 -8.18925 -0.77459
N 0.03490 -7.94651 -0.08064
O 0.75210 -8.83877 0.41455
C 0.38024 -6.56518 0.14503
C -0.39265 -5.54687 -0.41314
C 0.00516 -4.22282 -0.24234
C 1.10227 -3.86598 0.62897
O 1.32994 -2.62211 0.95577
C 1.87482 -4.93423 1.14226
C 1.50477 -6.24986 0.92730
N 3.13750 -4.63901 1.87911
O 3.12636 -4.73803 3.11773
O 4.13299 -4.31142 1.20174
N -0.71339 -3.21255 -0.91716
O -1.86661 -3.39067 -1.32077
O -0.08360 -2.07503 -1.15405
H -1.29160 -5.76095 -1.00124
H 2.09116 -7.06059 1.36089
```

Output
gap between HOMO and LUMO (spin up / spin down) = 4.25 / 4.26 eV
total charge = +1
spin multiplicity = 3